49
Properties=species:S:1:pos:R:3 method="wB97M-V/def2-TZVPD" mol_weight_da=372.4 smiles="O=C(CN1CCC(C(=O)c2ccc(F)cc2)CC1)NCc1ccccc1F" gap_ev=8.73 spin_multiplicity=1
O -0.208 -0.665 1.326
C -0.861 0.331 1.073
C -0.641 1.659 1.804
N 0.454 2.461 1.297
C 0.241 3.171 0.057
C 0.596 2.401 -1.223
C 1.939 1.664 -1.084
C 1.729 0.152 -1.169
O 0.709 -0.336 -1.592
C 2.864 -0.703 -0.730
C 4.164 -0.505 -1.188
C 5.182 -1.348 -0.782
C 4.885 -2.377 0.095
F 5.880 -3.192 0.500
C 3.603 -2.593 0.567
C 2.589 -1.757 0.138
C 2.654 2.078 0.206
C 1.761 1.819 1.415
N -1.804 0.368 0.113
C -2.135 -0.778 -0.708
C -3.499 -1.322 -0.371
C -3.680 -2.602 0.132
C -4.944 -3.076 0.438
C -6.056 -2.272 0.250
C -5.904 -0.987 -0.244
C -4.634 -0.538 -0.543
F -4.489 0.725 -1.020
H -1.550 2.266 1.778
H -0.409 1.423 2.848
H 0.850 4.082 0.105
H -0.803 3.488 0.016
H -0.175 1.660 -1.442
H 0.623 3.104 -2.056
H 2.588 1.905 -1.935
H 4.381 0.292 -1.883
H 6.193 -1.218 -1.134
H 3.411 -3.405 1.250
H 1.579 -1.889 0.495
H 3.581 1.518 0.329
H 2.910 3.137 0.149
H 2.249 2.203 2.322
H 1.643 0.736 1.533
H -2.333 1.211 -0.042
H -1.366 -1.529 -0.527
H -2.098 -0.482 -1.761
H -2.814 -3.229 0.283
H -5.063 -4.075 0.826
H -7.042 -2.640 0.488
H -6.750 -0.336 -0.399



53
Properties=species:S:1:pos:R:3 method="wB97M-V/def2-TZVPD" mol_weight_da=640.9 e_above_lowest_kcal_mol=0.0 gap_ev=6.49 spin_multiplicity=1 charge=-1
Tl -0.269 -1.612 -0.621
F 5.286 0.178 0.552
C 4.066 -0.175 1.048
C 2.958 -0.188 0.218
C 1.700 -0.551 0.741
C 1.640 -0.855 2.116
C 2.797 -0.835 2.888
F 2.736 -1.097 4.219
C 4.033 -0.506 2.385
C 0.355 -1.131 2.819
C 0.171 -2.308 3.544
C -1.020 -2.507 4.218
C -1.998 -1.528 4.152
C -1.743 -0.406 3.386
N -0.597 -0.198 2.736
H 4.123 0.760 -1.295
H 4.915 -0.475 3.009
H 0.959 -3.047 3.566
H -1.183 -3.418 4.781
H -2.953 -1.636 4.647
H -2.506 0.357 3.274
C -3.135 1.254 -1.286
C -2.590 1.004 0.112
C -2.943 2.162 1.038
O -1.168 0.926 -0.005
C -3.217 -0.332 0.624
O -4.395 -0.255 1.015
O -2.479 -1.357 0.602
H -2.741 2.194 -1.685
H -4.222 1.320 -1.240
H -2.858 0.442 -1.961
H -2.624 3.108 0.593
H -2.427 2.052 1.996
H -4.015 2.177 1.224
H -0.801 0.629 0.855
S 0.004 2.201 -4.443
C 0.119 0.729 -5.315
C -0.031 -0.312 -4.457
N -0.237 0.030 -3.145
C -0.240 1.316 -2.998
H 0.288 0.698 -6.379
H 0.002 -1.359 -4.730
H -0.368 1.785 -2.031
C 2.154 2.398 -0.766
O 2.156 1.251 -1.588
C 3.139 0.282 -1.216
C 3.068 -0.838 -2.234
H 1.487 3.128 -1.226
H 3.160 2.834 -0.694
H 1.792 2.172 0.240
H 3.881 -1.548 -2.065
H 3.152 -0.431 -3.244
H 2.125 -1.372 -2.159